(1)
Density functional theory data (ωB97M-V/def2-TZVPD) for a single C4H12N2S molecule in a non-equilibrium geometry.

Each line ends with the Mulliken charge.
Cartesian coordinates (Å):
N: -1.21121 -1.15433 -2.08172  -0.63
C: -1.00232 0.04070 -1.12593  -0.66
C: 0.45105 0.26687 -0.51295  0.61
N: 1.16992 1.15963 -1.40795  -0.80
C: 0.38972 0.84331 0.91092  -0.79
C: -0.05396 -0.08533 2.14080  -0.61
S: 0.55716 -1.74671 2.28740  -0.21
H: -1.17027 -2.07641 -1.61704  0.23
H: -2.15528 -1.22854 -2.43571  0.24
H: -1.71793 -0.02997 -0.18769  0.14
H: -1.20753 1.05283 -1.68454  0.38
H: 0.90069 -0.74351 -0.46002  0.20
H: 1.17576 0.77622 -2.37972  0.28
H: 2.22738 1.20968 -1.17258  0.25
H: 1.38476 1.18378 1.27063  0.34
H: -0.45326 1.58988 0.88258  0.25
H: 0.04379 0.62856 3.01007  0.38
H: -1.13773 -0.27160 2.00588  0.27
H: 1.80927 -1.41506 2.55755  0.11

Cartesian forces (eV/Å) of the 6 atoms listed first:
N 0.8 0.4 1.2
C -1.2 0.6 0.9
C -0.8 -1.9 -0.4
N 2.6 0.1 -0.7
C -0.8 -0.7 0.8
C -1.4 1.8 -1.3

## Properties
Relative energy (zero: lowest compared OMol25 entry of this formula, charge and spin) (kcal per mole): 26.1
LUMO (eV): 0.85
E_HOMO (eV): -8.9509
Maximum force (eV Å⁻¹): 2.742
Total charge: 0
Total energy (eV): -18156.888
SMILES: NC[C@@H](N)CCS


(2)
Density functional theory data (ωB97M-V/def2-TZVPD) for 2 unconnected molecules or ions with the total composition C4H12N2S2 in a non-equilibrium geometry.

Each line ends with the Mulliken charge.
Cartesian coordinates (Å):
C: -1.38353 -2.26098 1.15727  -0.75
N: -1.27447 -1.34984 2.31984  -0.52
C: -1.07546 -0.08183 2.25068  0.07
N: -1.37592 0.66693 1.14413  -0.33
H: -2.44493 -2.33470 0.83920  0.35
H: -1.00952 -3.22527 1.54814  0.26
H: -0.77383 -1.94809 0.26000  0.15
H: -0.76349 0.49307 3.10741  0.36
H: -1.89370 0.18644 0.45165  0.17
H: -1.49576 1.71305 1.28286  0.23
C: 1.68247 -0.61457 0.35514  -0.77
S: 1.09766 -0.25031 -1.31356  -0.06
S: 1.75897 1.76003 -1.65810  -0.07
C: 0.98209 2.25876 -3.19371  -0.74
H: 2.78659 -0.84416 0.37579  0.36
H: 1.46343 0.28512 0.93349  0.22
H: 1.25019 -1.56992 0.71818  0.27
H: 0.04128 2.86435 -3.06294  0.26
H: 1.67244 2.89423 -3.77737  0.29
H: 0.75547 1.35769 -3.73812  0.24

Cartesian forces (eV/Å) of the 6 atoms listed first:
C -0.2 1.0 0.3
N 1.7 0.4 0.5
C -1.7 -1.7 -1.0
N 0.8 2.6 1.0
H 0.5 -0.3 0.1
H -0.4 0.3 -0.6

## Properties
Relative energy (zero: lowest compared OMol25 entry of this formula, charge and spin) (kcal per mole): 31.6
LUMO (eV): 0.58
E_HOMO (eV): -7.8537
Maximum force (eV Å⁻¹): 2.898
Total charge: 0
Total energy (eV): -28991.978
SMILES: C/N=C\N.CSSC


(3)
Density functional theory data (ωB97M-V/def2-TZVPD) for a single C4H12N3 molecule in a non-equilibrium geometry.

Each line ends with the Mulliken spin population.
Cartesian coordinates (Å):
C: 0.56310 -1.62508 0.27431  0.83
C: 1.39694 -0.38814 -0.20515  0.21
C: 0.32278 0.80341 -0.18244  0.41
C: 0.12848 1.42129 1.04507  0.28
N: -0.89959 2.40441 1.15686  -0.08
N: -0.69622 0.85362 -1.18796  0.26
N: -0.47822 -1.74981 -0.75883  0.06
H: 0.23319 -1.63258 1.30165  -0.39
H: 1.13915 -2.53065 0.26087  -0.14
H: 2.19551 0.04666 0.36556  -0.05
H: 2.00959 -0.82903 -1.09842  -0.11
H: 0.84343 1.31351 1.82808  0.07
H: -1.83373 1.93589 1.29589  -0.23
H: -0.76208 3.01596 1.84001  -0.01
H: -0.53517 0.68986 -2.19090  0.08
H: -1.37980 1.57562 -0.82542  -0.15
H: -0.14608 -2.19837 -1.64373  -0.02
H: -1.10902 -2.29864 -0.34501  -0.03
H: -0.99227 -0.80793 -0.93045  0.04

Cartesian forces (eV/Å) of the 6 atoms listed first:
C 2.7 1.2 -0.9
C -1.6 0.2 -0.5
C 2.1 -1.3 -0.2
C -0.4 -0.5 -2.0
N -2.5 -4.0 -3.5
N -1.3 0.3 1.4

## Properties
Relative energy (zero: lowest compared OMol25 entry of this formula, charge and spin) (kcal per mole): 101.8
LUMO (spin up / spin down) (eV): 0.32 / 0.53
E_HOMO (spin up / spin down) (eV): -2.1085 / -7.2646
Maximum force (eV Å⁻¹): 5.826
<S²>: 0.75
Multiplicity: 2
Total charge: 0
Total energy (eV): -8806.636


(4)
Density functional theory data (ωB97M-V/def2-TZVPD) for 2 unconnected molecules or ions with the total composition C4H12N3 in a non-equilibrium geometry.

Each line ends with the Mulliken charge.
Cartesian coordinates (Å):
N: -0.79224 -0.25449 -2.16088  -0.28
C: 0.32532 -0.92790 -2.19971  0.31
N: 0.83519 -1.52831 -3.24543  -0.31
H: -1.25676 0.05341 -3.00131  0.24
H: -1.05046 0.22150 -1.30168  0.23
H: 0.94345 -0.92421 -1.30931  0.22
H: 1.59551 -2.18329 -3.12721  0.27
H: 0.35091 -1.52117 -4.13421  0.24
C: 0.70538 -0.31691 1.37821  -1.20
C: -0.23390 0.67463 1.98627  0.97
C: -1.54693 0.77824 1.71967  -1.10
N: 0.35557 1.58412 2.88238  -0.54
H: 1.43691 -0.64934 2.11386  0.39
H: 1.23341 0.13082 0.53020  0.22
H: 0.13619 -1.18196 1.02943  0.36
H: -2.10210 1.55967 2.21971  0.25
H: -2.01862 0.23813 0.91058  0.26
H: 1.31177 1.84643 2.74150  0.24
H: -0.22863 2.40062 2.96791  0.23

Cartesian forces (eV/Å) of the 6 atoms listed first:
N 0.2 0.4 0.1
C 0.6 0.2 0.1
N -0.5 0.0 -0.1
H -0.3 -0.2 -0.1
H 0.1 0.0 -0.1
H -0.3 -0.4 0.2

## Properties
Relative energy (zero: lowest compared OMol25 entry of this formula, charge and spin) (kcal per mole): 35.8
LUMO (eV): -3.93
E_HOMO (eV): -11.1476
Maximum force (eV Å⁻¹): 1.022
Total charge: +1
Total energy (eV): -8806.182


(5)
Density functional theory data (ωB97M-V/def2-TZVPD) for a gas-phase ion, C4H12N3 (charge +1) in a non-equilibrium geometry.

Each line ends with the Mulliken charge.
Cartesian coordinates (Å):
C: -2.37404 0.26020 0.24249  -1.36
C: -0.92919 -0.14289 0.34328  0.18
N: -0.64908 -1.43148 -0.26161  -0.52
C: -0.03538 0.99656 -0.32524  -0.77
N: 1.50758 0.79748 -0.46512  -0.11
C: 2.07710 -0.12879 0.23515  0.19
N: 3.35644 -0.41565 0.23666  -0.33
H: -3.15126 -0.33881 0.78104  0.33
H: -2.57097 0.32984 -0.84006  0.36
H: -2.46692 1.35290 0.54670  0.33
H: -0.60488 -0.26819 1.36492  0.43
H: -0.81448 -2.24318 0.31753  0.23
H: -1.08190 -1.53980 -1.14922  0.22
H: -0.56338 1.13919 -1.22711  0.43
H: -0.06153 2.00140 0.22556  0.32
H: 1.81848 1.32380 -1.23435  0.25
H: 1.42518 -0.87212 0.64901  0.32
H: 4.12007 -0.01457 -0.38953  0.25
H: 3.82416 -1.03255 0.88028  0.25

Cartesian forces (eV/Å) of the 6 atoms listed first:
C -0.6 2.3 -0.2
C 1.4 -0.4 0.5
N 1.1 0.2 0.1
C 0.6 0.7 2.4
N -4.2 -0.8 0.6
C 0.9 -0.6 -1.3

## Properties
Relative energy (zero: lowest compared OMol25 entry of this formula, charge and spin) (kcal per mole): 38.7
LUMO (eV): -3.28
E_HOMO (eV): -13.2565
Maximum force (eV Å⁻¹): 4.270
Total charge: +1
Total energy (eV): -8806.056
SMILES: C[C@@H](N)CNC=[NH2+]


(6)
Density functional theory data (ωB97M-V/def2-TZVPD) for 2 unconnected molecules or ions with the total composition C4H12N3.

Each line ends with the Mulliken charge.
Cartesian coordinates (Å):
N: -0.68347 -1.80774 -2.42028  -0.37
C: -1.33652 -1.98060 -1.25434  0.05
N: -0.78893 -1.81459 -0.09920  -0.66
H: 0.20920 -1.35771 -2.40056  0.20
H: -1.23238 -1.72263 -3.26345  0.25
H: -2.36372 -2.32269 -1.35669  0.36
H: -1.45514 -2.10902 0.60436  0.18
C: -0.03003 1.87675 -0.10280  -1.15
C: 0.66220 1.22758 1.05167  0.79
C: 0.87767 1.70274 2.26457  -0.97
N: 1.12045 -0.13610 0.73350  -0.20
H: -0.25010 2.91743 0.10943  0.38
H: 0.61377 1.83232 -0.98579  0.32
H: -0.94857 1.33238 -0.33203  0.27
H: 1.39424 1.14088 3.03261  0.24
H: 0.52983 2.69201 2.52267  0.27
H: 0.30133 -0.79602 0.44433  0.30
H: 1.61898 -0.56691 1.51227  0.35
H: 1.76121 -0.10808 -0.06028  0.38

Cartesian forces (eV/Å) of the 6 atoms listed first:
N -0.7 0.2 0.2
C 0.4 -0.1 -0.1
N -0.5 0.0 -0.2
H 0.3 0.0 -0.2
H 0.2 -0.1 0.1
H 0.0 -0.1 0.0

## Properties
Relative energy (zero: lowest compared OMol25 entry of this formula, charge and spin) (kcal per mole): 26.4
LUMO (eV): -2.96
E_HOMO (eV): -13.8272
Maximum force (eV Å⁻¹): 0.797
Total charge: +1
Total energy (eV): -8806.590